Record 1
{"formula": "C26H76N4O10", "method": "the ωB97M-V functional and the def2-TZVPD basis", "e_tot_ha": -2007.33537, "gap_ha": 0.3473, "smiles": "COC[C@H](C)N.COC[C@H](C)N.COC[C@H](C)N.COC[C@H](C)N.CCO.CCO.CCO.CCO.CCO.O", "de_lowest_kcal_mol": 66.7, "spin_multiplicity": 1, "lumo_ev": 0.446, "elements": ["C", "H", "H", "H", "H", "C", "O", "C", "H", "H", "H", "H", "C", "H", "H", "H", "H", "H", "N", "H", "H", "H", "H", "C", "O", "H", "C", "C", "H", "H", "O", "C", "H", "C", "C", "H", "H", "C", "O", "H", "H", "H", "H", "H", "H", "O", "H", "C", "H", "H", "H", "C", "H", "H", "H", "H", "C", "H", "H", "H", "H", "C", "H", "H", "H", "H", "H", "H", "C", "O", "H", "H", "H", "H", "C", "H", "H", "C", "O", "C", "H", "H", "H", "H", "O", "N", "H", "C", "H", "H", "H", "C", "H", "H", "N", "H", "C", "H", "C", "H", "C", "H", "O", "H", "N", "C", "C", "H", "H", "H", "H", "O", "H", "H", "H", "H"], "positions_angstrom": [[1.081, -4.627, -0.034], [0.205, 2.391, 1.576], [6.226, 1.633, 0.921], [2.734, 4.125, -0.037], [-2.750, -4.672, -1.206], [-3.205, -3.015, 0.212], [-4.520, -3.822, -1.732], [-4.391, -3.521, 1.168], [1.014, -2.543, 4.824], [0.974, 6.077, -0.609], [-3.504, -1.788, 5.595], [2.890, 6.634, 0.480], [-4.594, -3.774, -3.102], [-2.489, -1.785, 2.183], [6.086, 0.583, 2.260], [-0.178, -0.092, 0.688], [2.472, -3.007, -3.066], [2.874, -0.615, 3.434], [-3.381, -1.563, 0.013], [-3.975, -0.590, 3.377], [-0.334, 4.582, -6.392], [3.796, -3.260, 3.039], [-2.034, 3.920, 1.702], [-2.587, 4.557, -8.250], [-3.609, 1.093, 5.505], [6.419, -2.183, 0.416], [2.200, 5.937, 0.955], [1.981, -1.237, 3.512], [1.194, -0.546, 3.211], [-3.039, 4.730, 2.495], [2.987, -2.390, 5.322], [-2.988, -0.692, 3.829], [5.433, -0.124, -0.744], [-3.155, -3.660, -1.232], [6.314, 0.581, 1.194], [1.389, 1.454, 0.565], [-3.174, -2.866, 4.092], [0.644, -3.293, 0.439], [0.060, -3.287, 1.739], [-4.146, -1.543, -0.646], [4.208, 1.110, 1.007], [4.965, -4.150, 2.279], [0.680, 1.483, -5.606], [0.035, 1.777, -3.930], [-3.714, 5.302, -6.416], [1.329, -0.283, -2.641], [-5.253, -2.855, 1.122], [1.810, -1.801, 4.893], [2.073, 3.749, 1.539], [-0.081, -2.378, 2.012], [7.366, 0.353, 1.027], [-4.687, 1.937, 4.882], [1.483, -2.598, 0.475], [1.142, 2.887, -4.715], [-2.623, -2.909, -1.815], [2.456, -0.992, -4.451], [5.301, -0.244, 0.331], [0.363, 2.754, -0.173], [-5.581, -4.072, -3.457], [-0.083, -2.974, -0.308], [-2.605, -1.149, -0.483], [-2.412, 3.998, -6.815], [3.294, -0.152, -3.160], [-2.284, -2.958, 0.793], [-0.438, 3.079, -7.321], [1.486, -4.536, -1.042], [3.207, -3.283, 5.047], [-1.772, 0.356, 5.255], [2.466, -0.827, -3.374], [-2.148, 4.380, 2.534], [-1.904, -2.252, 5.022], [-4.108, -3.616, 2.216], [-5.468, 2.127, 5.619], [-4.812, -4.468, 0.831], [2.882, -2.094, -2.635], [3.837, -0.400, 1.433], [-3.068, 3.144, -6.652], [4.316, -3.297, 2.081], [0.950, 5.957, 0.343], [-2.916, -2.001, 4.702], [-3.999, -4.618, -3.450], [1.397, -1.000, 5.506], [-2.178, 3.848, -8.970], [3.581, -3.563, 1.322], [4.957, -2.070, 1.926], [-2.089, -1.022, 2.710], [1.884, -1.967, 2.709], [-0.902, 3.661, -6.525], [1.662, -0.030, -1.777], [4.849, -2.267, -0.221], [-1.482, 1.099, 0.925], [5.417, -1.781, 0.571], [2.058, 6.262, 1.986], [-4.307, -2.829, -3.564], [-2.819, 5.073, -6.008], [-2.212, -0.294, 2.020], [0.435, 1.981, 0.592], [3.969, -2.087, -2.707], [-0.585, 0.861, 0.352], [-2.869, 4.965, -5.005], [2.636, 4.498, 0.982], [-4.262, 2.891, 4.568], [-1.109, 0.852, -0.964], [-2.323, 1.455, 3.962], [4.046, 0.185, 0.636], [0.302, 2.215, -4.891], [-2.605, 0.621, 4.604], [-0.318, 0.936, -1.502], [3.599, 4.395, 1.483], [0.260, -5.274, -0.345], [1.609, -5.209, 0.721], [-0.875, 2.964, -5.225], [2.640, -2.138, -1.573], [-3.666, 4.629, -8.383], [-2.158, 5.466, -8.672], [-5.152, 1.388, 4.063]], "mulliken_charge": [-1.69, 0.53, 0.47, 0.26, 0.48, 1.48, -0.32, -1.42, 0.25, 0.29, 0.44, 0.30, -0.78, -0.32, 0.37, -0.23, 0.43, 0.32, -0.48, 0.30, 0.37, -0.34, 0.30, -1.41, -0.44, 0.49, -0.43, 0.23, 0.40, 0.30, -0.60, 0.50, 0.27, -0.98, -1.60, 0.31, 0.28, 1.34, -0.67, 0.30, 0.20, 0.40, 0.30, 0.01, 0.20, -0.32, 0.33, -0.61, 0.10, 0.01, 0.38, -0.59, -0.34, 0.35, 0.39, 0.37, 0.34, 0.36, 0.27, -0.01, 0.01, 0.66, 0.29, -0.29, 0.36, 0.27, 0.34, 0.14, -0.49, -0.62, 0.17, 0.25, 0.28, 0.42, -0.35, -0.05, 0.21, -0.19, -0.51, -1.32, 0.32, 0.34, 0.35, 0.15, -0.37, 0.17, -0.59, -0.90, 0.15, 0.21, 0.16, -0.61, 0.25, 0.29, -0.68, -0.14, -1.39, 0.32, 0.80, 0.22, -0.66, 0.21, -0.61, 0.32, -0.18, -0.52, -0.36, 0.15, 0.42, 0.42, 0.37, -0.22, -0.37, 0.37, 0.35, 0.27]}

Record 2
{"formula": "ClIO2P", "method": "the ωB97M-V functional and the def2-TZVPD basis", "e_tot_ha": -1249.84980, "gap_ha": 0.1313, "total_charge": -1, "de_lowest_kcal_mol": 50.2, "spin_multiplicity": 1, "lumo_ev": -0.033, "elements": ["P", "Cl", "I", "O", "O"], "positions_angstrom": [[0.994, 0.249, 0.032], [0.317, -1.681, -0.113], [-4.517, 0.248, 0.021], [1.531, 0.713, -1.259], [1.675, 0.471, 1.319]], "mulliken_charge": [0.95, -0.09, -0.96, -0.45, -0.45]}

Record 3
{"formula": "C36H74N4O15PS2", "method": "the ωB97M-V functional and the def2-TZVPD basis", "e_tot_ha": -3900.47512, "gap_ha": 0.1525, "total_charge": 1, "spin_multiplicity": 1, "lumo_ev": -5.570, "elements": ["C", "O", "H", "H", "H", "O", "C", "H", "N", "H", "C", "C", "H", "H", "O", "H", "C", "S", "C", "C", "C", "H", "C", "C", "H", "H", "H", "H", "H", "O", "H", "N", "H", "H", "H", "H", "H", "H", "H", "O", "O", "C", "C", "C", "H", "N", "O", "C", "C", "C", "H", "H", "H", "C", "H", "H", "H", "H", "H", "H", "H", "C", "H", "C", "O", "C", "C", "O", "O", "H", "O", "H", "H", "H", "H", "H", "H", "H", "H", "C", "C", "H", "H", "C", "H", "H", "H", "H", "H", "H", "P", "O", "H", "C", "C", "N", "C", "H", "H", "C", "H", "H", "C", "H", "H", "C", "H", "C", "H", "H", "H", "H", "C", "H", "C", "H", "H", "S", "O", "H", "O", "H", "O", "C", "H", "H", "H", "H", "C", "H", "C", "H"], "positions_angstrom": [[-2.833, 1.341, -2.440], [-3.307, -2.269, 0.596], [-2.058, 1.377, -3.317], [-1.688, -2.043, 2.988], [6.925, 6.093, -6.538], [-4.640, -1.749, 4.660], [-2.301, -4.927, 7.657], [-1.514, -5.653, 7.880], [-1.034, -7.798, 2.729], [7.962, 4.197, -8.717], [-3.416, -1.308, 4.069], [-2.231, -6.657, 4.697], [-3.149, -6.080, 4.859], [0.123, -2.935, 7.354], [-1.781, -3.605, 7.634], [-6.177, -1.601, -1.362], [1.909, 0.331, 0.542], [-3.840, -2.379, -1.024], [-1.002, -2.599, 5.551], [-5.132, -1.026, -1.390], [-3.159, 2.156, -0.007], [-0.085, -2.338, 5.011], [-4.552, -2.051, 6.045], [4.369, 5.986, -5.617], [0.093, -1.020, 0.261], [6.367, 5.027, -4.398], [-1.407, -5.985, 4.960], [-0.233, -7.616, 5.917], [-0.928, -8.638, 3.293], [-2.647, -2.365, -2.025], [3.451, 6.563, -5.456], [-2.705, 2.491, -1.444], [-3.706, -0.749, 3.172], [-1.458, -1.674, 5.919], [5.761, 3.477, -5.071], [0.174, 2.477, -2.236], [0.162, 4.316, -4.703], [-5.531, -1.871, 6.497], [6.775, 6.416, -8.276], [-3.698, 6.566, 2.506], [-1.300, 5.893, 2.798], [4.387, 5.572, -7.103], [-0.645, -3.459, 6.773], [1.437, -7.904, 2.551], [-2.364, -6.182, 2.588], [-1.910, -3.310, 4.646], [4.296, 4.886, -4.708], [3.226, 1.960, -0.496], [0.206, -7.018, 2.794], [-2.111, 5.089, -0.656], [1.263, 4.161, -0.561], [0.175, -6.226, 2.038], [1.960, -10.457, 2.457], [3.252, 3.264, -1.490], [2.323, -7.261, 2.492], [-4.474, 6.189, 1.972], [-3.456, 2.829, 2.293], [-4.623, 1.600, -3.986], [5.481, 3.876, -3.382], [-4.262, -1.045, -3.606], [-2.779, -5.174, 6.705], [6.806, 5.625, -7.520], [5.193, 6.658, -5.354], [5.549, 4.301, -4.387], [1.647, -8.788, 3.660], [-2.573, 4.738, 0.913], [8.037, 4.738, -7.763], [-2.407, 8.108, -0.111], [8.247, 3.855, -6.654], [3.525, 4.917, -7.278], [-2.304, -7.757, 5.606], [-5.187, -0.232, -0.523], [4.236, 6.461, -7.727], [1.539, -1.283, -1.044], [-2.570, 0.357, -1.816], [2.062, 5.157, -1.951], [-3.531, 1.049, 0.227], [4.116, 2.073, 0.259], [8.327, 1.882, -6.125], [-2.203, 3.899, -1.828], [-3.109, 3.222, 1.237], [-2.905, -0.588, 4.716], [-2.360, 5.193, -3.721], [0.879, -0.513, -0.458], [-0.665, 8.061, -2.643], [6.931, 2.316, -7.123], [-2.030, 3.389, -4.154], [1.574, 2.832, -3.521], [-5.137, 1.767, -2.179], [0.311, 5.489, -3.230], [-1.466, 6.862, -0.954], [-4.491, -3.809, -1.171], [-3.075, -7.726, 3.036], [7.998, 2.492, -6.969], [-2.483, 5.811, 2.158], [5.566, 4.845, -7.585], [-2.213, -7.070, 3.212], [-3.369, 7.925, -0.360], [1.727, -10.761, 4.189], [-4.945, -0.390, -2.891], [3.424, 1.010, -1.163], [-2.421, -1.797, 0.643], [-0.101, 4.440, -3.546], [0.331, -10.327, 3.191], [-0.223, -4.429, 6.475], [0.809, 3.318, -2.748], [-3.815, -1.432, 6.564], [-1.051, -8.342, 5.927], [1.362, -8.446, 1.598], [-4.326, -3.110, 6.181], [-3.081, -3.116, 2.956], [3.999, 4.049, -1.005], [-2.495, -2.455, 3.606], [-0.839, -9.166, 5.243], [-1.721, 4.245, -3.381], [8.560, 2.186, -7.857], [-6.029, -0.397, -3.390], [0.331, 6.951, -0.122], [2.569, -0.306, 1.525], [3.700, 2.996, -2.552], [1.990, 1.798, 0.286], [0.325, -6.550, 3.776], [-1.406, 7.358, -2.622], [1.398, -10.151, 3.345], [-3.056, -4.983, 8.444], [-1.119, -8.767, 6.932], [5.672, 4.005, -7.021], [-2.670, -3.714, 5.188], [1.788, 4.048, -1.605], [8.923, 5.382, -7.822], [-4.400, 1.172, -2.905], [0.378, 0.266, -1.208]], "mulliken_charge": [-0.26, -0.27, 0.51, 0.06, 0.16, -0.45, -0.37, 0.33, -0.33, 0.39, -0.44, 0.52, 0.38, 0.45, -0.42, 0.46, 0.42, 1.03, -0.48, -0.67, 0.38, 0.41, -0.50, -0.57, -0.09, 0.34, -0.14, 0.23, 0.13, -0.59, 0.34, 0.58, 0.19, 0.28, 0.22, -0.79, 0.35, 0.30, 0.39, -0.41, -0.43, -0.73, -0.65, -0.84, 0.32, 0.28, -0.31, -0.54, 0.02, 0.17, 0.20, 0.36, 0.34, -0.31, 0.39, 0.40, 0.39, 0.33, 0.22, 0.31, -0.04, -0.18, 0.36, -0.60, -0.34, -0.04, -0.80, -0.51, -0.33, 0.38, -0.47, 0.28, 0.42, 0.37, -0.19, 0.35, -0.06, 0.23, 0.23, 0.11, -0.84, 0.42, 0.44, -0.10, 0.39, 0.30, 0.30, 0.45, 0.27, 0.21, 0.68, -0.59, 0.39, -0.71, 0.41, -0.33, -1.10, 0.35, 0.24, -0.58, 0.31, 0.32, -0.52, 0.31, 0.18, 0.63, 0.28, -0.61, 0.41, 0.13, 0.25, 0.42, -0.33, 0.26, -0.94, 0.34, 0.35, -0.25, -0.55, -0.08, -0.24, 0.00, -0.47, -0.72, 0.32, 0.31, 0.07, -0.30, -0.45, 0.39, -0.56, -0.07]}

Record 4
{"formula": "C4H6N2", "method": "the ωB97M-V functional and the def2-TZVPD basis", "e_tot_ha": -265.44995, "gap_ha": 0.3873, "smiles": "C/N=C\\CC#N", "de_lowest_kcal_mol": 53.7, "spin_multiplicity": 1, "lumo_ev": 0.669, "elements": ["N", "H", "H", "H", "C", "C", "C", "N", "H", "C", "H", "H"], "positions_angstrom": [[2.311, -1.459, 2.116], [-0.521, -0.219, 1.800], [1.579, 0.320, -0.418], [0.454, 1.216, 1.709], [0.505, 0.299, -0.262], [0.415, 0.163, 1.431], [-1.712, 0.698, -1.027], [-0.321, 0.578, -1.237], [-2.134, 1.407, -1.687], [1.464, -0.782, 1.814], [-2.007, -0.335, -1.277], [-1.842, 0.992, -0.020]], "mulliken_charge": [-0.34, 0.32, 0.33, 0.31, 0.02, -0.46, -0.68, -0.47, 0.25, 0.17, 0.28, 0.28]}